This record from the OMol25 dataset describes a structure of composition C21H21CaO2SiTe4 at a distorted geometry. The level of theory is wB97M-V/def2-TZVPD.

Geometry (Å):
Ca (-2.080, -0.637, 2.081)
Te (-1.036, -3.291, 3.167)
Te (-3.306, -3.935, 1.819)
Te (-5.200, -2.443, 3.060)
Te (-5.042, -0.069, 1.766)
C (0.674, 0.120, 4.300)
C (-0.673, 0.407, 4.899)
C (-0.820, 0.821, 6.336)
O (-1.683, 0.307, 4.218)
H (1.501, 0.245, 4.995)
H (0.816, 0.772, 3.435)
H (0.646, -0.908, 3.928)
H (0.124, 0.878, 6.871)
H (-1.482, 0.100, 6.817)
H (-1.323, 1.788, 6.355)
O (-0.942, -0.138, 0.367)
Si (-0.060, 0.071, -0.965)
C (0.566, -1.605, -1.507)
C (-0.122, -2.744, -1.074)
C (0.277, -4.013, -1.472)
C (1.372, -4.165, -2.312)
C (2.076, -3.051, -2.747)
C (1.672, -1.784, -2.341)
C (-1.094, 0.886, -2.295)
C (-0.582, 1.182, -3.563)
C (-1.364, 1.777, -4.542)
C (-2.692, 2.084, -4.266)
C (-3.226, 1.790, -3.021)
C (-2.432, 1.196, -2.044)
C (1.464, 1.152, -0.693)
C (2.515, 0.646, 0.085)
C (3.635, 1.409, 0.380)
C (3.733, 2.709, -0.104)
C (2.711, 3.233, -0.879)
C (1.590, 2.459, -1.166)
H (-0.962, -2.634, -0.399)
H (-0.264, -4.880, -1.115)
H (1.684, -5.156, -2.621)
H (2.939, -3.165, -3.392)
H (2.241, -0.918, -2.669)
H (0.452, 0.941, -3.794)
H (-0.943, 1.997, -5.516)
H (-3.310, 2.545, -5.027)
H (-4.263, 2.012, -2.803)
H (-2.862, 0.954, -1.079)
H (2.456, -0.370, 0.464)
H (4.432, 0.988, 0.981)
H (4.608, 3.308, 0.120)
H (2.781, 4.244, -1.263)
H (0.798, 2.884, -1.773)

Properties
- Net charge: -1
- Gap between HOMO and LUMO: 6.12 eV
- Highest occupied orbital energy: -0.1436 hartree
- ΔE to the lowest compared entry with this formula, charge and spin: 39.4 kJ/mol

natural (NBO) population analysis, charges in e, atoms 1 to 8: 1.707 -0.773 -0.128 -0.114 -0.746 -0.747 0.648 -0.722

---

This record from the OMol25 dataset describes a structure of composition C21H23CoN5O2S at a distorted geometry. The level of theory is wB97M-V/def2-TZVPD.

Geometry (Å):
Co (0.394, 0.239, 1.155)
C (-1.065, 4.284, 1.833)
C (-0.196, 3.621, 0.767)
C (0.611, 4.667, -0.007)
C (0.702, 2.537, 1.334)
C (1.754, 2.013, 0.583)
C (2.551, 0.950, 1.050)
C (2.339, 0.391, 2.308)
C (3.164, -0.755, 2.808)
C (1.269, 0.921, 3.087)
C (0.490, 1.968, 2.616)
H (-1.638, 5.093, 1.381)
H (-0.458, 4.716, 2.631)
H (-1.785, 3.595, 2.278)
H (-0.860, 3.114, 0.057)
H (1.385, 5.110, 0.622)
H (-0.052, 5.467, -0.333)
H (1.080, 4.259, -0.901)
H (1.923, 2.362, -0.426)
H (3.298, 0.525, 0.395)
H (2.739, -1.701, 2.472)
H (3.189, -0.767, 3.896)
H (4.182, -0.683, 2.431)
H (1.042, 0.470, 4.043)
H (-0.336, 2.304, 3.227)
N (-1.116, -5.931, -3.013)
C (-0.603, -4.696, -2.779)
C (0.311, -4.492, -1.728)
C (0.831, -3.244, -1.491)
C (0.447, -2.169, -2.293)
C (-0.462, -2.350, -3.334)
C (-0.979, -3.602, -3.577)
S (1.078, -0.589, -1.979)
O (0.805, 0.282, -3.078)
O (2.392, -0.678, -1.411)
N (0.179, 0.017, -0.699)
C (-1.147, 0.214, -0.662)
N (-1.409, 0.546, 0.633)
C (-2.674, 0.583, 1.054)
C (-3.685, 0.448, 0.131)
C (-3.314, 0.199, -1.194)
N (-2.061, 0.057, -1.605)
H (-0.814, -6.723, -2.478)
H (-1.722, -6.097, -3.794)
H (0.608, -5.327, -1.106)
H (1.540, -3.097, -0.688)
H (-0.749, -1.507, -3.946)
H (-1.674, -3.750, -4.394)
H (-2.850, 0.746, 2.109)
H (-4.721, 0.517, 0.420)
H (-4.077, 0.083, -1.956)
N (-0.002, -2.615, 1.948)
C (0.148, -1.525, 1.604)

Properties
- Net charge: +1
- Gap between HOMO and LUMO: 5.96 eV
- Highest occupied orbital energy: -0.3870 hartree
- ΔE to the lowest compared entry with this formula, charge and spin: 6.0 kJ/mol

natural (NBO) population analysis, charges in e, atoms 1 to 8: 0.856 -0.613 -0.248 -0.606 -0.003 -0.160 -0.200 0.039

---

This record from the OMol25 dataset describes a structure of composition C16H17BF4NO11P2RhTe at a distorted geometry. The level of theory is wB97M-V/def2-TZVPD.

Geometry (Å):
Rh (0.579, -1.918, 0.503)
O (1.758, -0.476, 3.949)
P (1.405, -2.014, 3.684)
O (1.127, -2.710, 4.947)
O (0.420, -2.136, 2.533)
O (2.857, -2.527, 3.063)
P (3.422, -1.857, 1.720)
O (4.899, -2.482, 1.581)
O (3.498, -0.380, 1.952)
O (2.651, -2.346, 0.505)
H (2.347, -0.162, 3.225)
H (5.332, -2.467, 2.436)
O (0.701, -2.000, -1.550)
C (-0.258, -2.287, -2.245)
C (-1.664, -2.174, -1.898)
C (-2.566, -2.447, -2.915)
C (-3.912, -2.295, -2.718)
C (-4.410, -1.880, -1.462)
C (-3.558, -1.607, -0.449)
C (-2.122, -1.717, -0.610)
O (-1.379, -1.391, 0.352)
N (-4.836, -2.552, -3.813)
O (-4.380, -2.852, -4.908)
O (-6.031, -2.376, -3.606)
H (-0.042, -2.620, -3.275)
H (-2.207, -2.774, -3.883)
H (-5.479, -1.799, -1.327)
H (-3.918, -1.308, 0.526)
C (0.037, 6.816, 0.559)
C (0.394, 5.364, 0.357)
C (0.872, 4.904, -0.863)
C (1.223, 3.570, -1.060)
C (1.735, 3.159, -2.421)
C (1.093, 2.662, 0.001)
Te (1.768, 0.673, -0.234)
C (0.587, 3.102, 1.234)
C (0.392, 2.194, 2.426)
C (0.253, 4.447, 1.386)
H (0.213, 7.393, -0.350)
H (0.633, 7.260, 1.359)
H (-1.014, 6.934, 0.834)
H (0.973, 5.600, -1.690)
H (1.605, 3.972, -3.137)
H (1.213, 2.278, -2.797)
H (2.793, 2.893, -2.381)
H (0.472, 1.139, 2.173)
H (-0.592, 2.357, 2.870)
H (1.139, 2.398, 3.197)
H (-0.134, 4.781, 2.347)
F (0.562, -6.102, -1.254)
B (0.029, -5.692, -0.012)
F (0.066, -4.254, 0.018)
F (-1.321, -6.090, 0.077)
F (0.773, -6.207, 1.043)

Properties
- Net charge: -2
- Gap between HOMO and LUMO (spin up / spin down): 5.64 / 5.63 eV
- Highest occupied orbital energy (spin up / spin down): -0.0887 / -0.0886 hartree
- ΔE to the lowest compared entry with this formula, charge and spin: 82.9 kJ/mol

Mulliken population analysis, charges in e, atoms 1 to 8: 1.961 -0.515 0.577 -0.793 -0.492 -0.366 0.750 -0.552

---

This record from the OMol25 dataset describes a structure of composition C22H24N6O2ReS2. The level of theory is wB97M-V/def2-TZVPD.

Geometry (Å):
Re (0.579, 0.189, 0.239)
C (4.933, 2.370, 4.251)
C (3.568, 2.864, 3.811)
N (3.320, 2.587, 2.382)
C (2.656, 1.525, 1.946)
S (2.613, 1.308, 0.168)
N (2.074, 0.693, 2.788)
N (1.470, -0.301, 2.045)
C (1.439, -1.528, 2.440)
C (1.855, -1.982, 3.788)
C (1.166, -2.464, 1.319)
C (1.117, -3.830, 1.455)
C (1.048, -4.616, 0.307)
C (1.039, -4.010, -0.934)
C (1.055, -2.628, -1.003)
N (1.124, -1.872, 0.095)
H (5.067, 2.553, 5.317)
H (5.732, 2.889, 3.721)
H (5.034, 1.298, 4.074)
H (3.468, 3.940, 3.945)
H (2.771, 2.383, 4.371)
H (3.809, 3.144, 1.699)
H (1.826, -1.157, 4.492)
H (2.878, -2.369, 3.747)
H (1.208, -2.788, 4.133)
H (1.151, -4.282, 2.436)
H (1.012, -5.694, 0.392)
H (1.009, -4.590, -1.846)
H (1.012, -2.107, -1.950)
C (-4.206, -1.901, -6.209)
C (-3.647, -1.435, -4.895)
C (-4.481, -1.295, -3.785)
C (-3.992, -0.859, -2.570)
C (-2.631, -0.568, -2.470)
C (-1.770, -0.693, -3.558)
C (-2.292, -1.126, -4.762)
S (-2.059, -0.041, -0.937)
O (-1.269, -1.106, -0.231)
O (-3.114, 0.549, -0.180)
N (-0.781, 0.989, -1.156)
C (-0.968, 2.220, -0.455)
C (-1.727, 3.324, -0.760)
C (-1.731, 4.345, 0.179)
C (-0.990, 4.237, 1.356)
C (-0.243, 3.104, 1.582)
N (-0.251, 2.117, 0.674)
H (-5.024, -1.255, -6.526)
H (-4.605, -2.912, -6.115)
H (-3.449, -1.905, -6.990)
H (-5.536, -1.525, -3.880)
H (-4.648, -0.738, -1.719)
H (-0.723, -0.429, -3.479)
H (-1.641, -1.214, -5.623)
H (-2.292, 3.373, -1.679)
H (-2.319, 5.235, -0.002)
H (-0.998, 5.028, 2.091)
H (0.356, 2.960, 2.471)

Properties
- Net charge: +2
- Gap between HOMO and LUMO (spin up / spin down): 7.76 / 6.71 eV
- Highest occupied orbital energy (spin up / spin down): -0.5338 / -0.5356 hartree
- ΔE to the lowest compared entry with this formula, charge and spin: 5.7 kJ/mol
- Spin multiplicity: 4

natural (NBO) population analysis, charges in e, atoms 1 to 8: 1.488 -0.620 -0.225 -0.550 0.326 0.035 -0.412 -0.319

---

> What is the formula in the third record?

C16H17BF4NO11P2RhTe

---

> net charge of number 4 (C22H24N6O2ReS2)?

+2

---

> The highest net charge belongs to which entry?

C22H24N6O2ReS2